# C25H25AlN4O4S5

A structure of composition C25H25AlN4O4S5 (ωB97M-V/def2-TZVPD, OMol25).

## Properties
- frontier orbital gap (eV) = 5.352
- energy relative to the best compared isomer or geometry (same formula, charge and spin) (kcal/mol) = 7.64
- HOMO energy (eV) = -1.386

```
! wB97M-V def2-TZVPD RIJCOSX def2/J DEFGRID3
* xyz -2 1
Al -0.47 0.53 0.59
S -2.53 2.16 2.82
C -2.07 1.02 4.04
C -2.33 1.44 5.40
N -2.56 1.79 6.47
C -1.51 -0.21 3.84
S -1.13 -0.98 2.32
C -1.23 -1.01 5.00
N -1.00 -1.66 5.94
C -2.28 3.38 -2.14
C -1.36 2.42 -1.44
N -1.77 1.68 -0.46
O -3.13 1.76 -0.17
C 0.00 2.29 -1.90
C 0.56 3.09 -3.04
N 0.67 1.32 -1.30
O 1.84 1.02 -1.69
H -3.29 3.31 -1.75
H -2.28 3.17 -3.21
H -1.91 4.39 -2.00
H -3.15 1.55 0.80
H 0.45 4.17 -2.88
H 0.08 2.83 -3.99
H 1.61 2.84 -3.12
C 2.84 2.45 1.02
C 1.78 2.02 2.03
C 1.30 3.24 2.83
C 2.37 0.99 2.99
O 0.71 1.45 1.38
H 3.73 2.84 1.53
H 2.44 3.23 0.36
H 3.12 1.60 0.39
H 2.12 3.68 3.40
H 0.50 2.95 3.51
H 0.89 3.99 2.14
H 3.18 1.42 3.60
H 2.77 0.14 2.42
H 1.59 0.61 3.65
O -0.66 -0.98 -0.35
C -0.10 -2.00 -1.08
C 0.03 -1.65 -2.57
C -0.83 -0.86 -3.26
C -0.57 -0.84 -4.66
C 0.48 -1.64 -5.01
S 1.15 -2.41 -3.63
C -1.14 -3.15 -1.05
C -1.04 -4.46 -1.42
C -2.29 -5.14 -1.33
C -3.30 -4.33 -0.90
S -2.73 -2.75 -0.57
C 1.21 -2.47 -0.43
C 1.29 -3.38 0.60
C 2.61 -3.53 1.11
C 3.51 -2.74 0.47
S 2.76 -1.80 -0.75
H -1.62 -0.32 -2.76
H -1.14 -0.26 -5.37
H 0.91 -1.81 -5.99
H -0.12 -4.91 -1.74
H -2.42 -6.19 -1.58
H -4.34 -4.59 -0.72
H 0.43 -3.89 1.00
H 2.86 -4.18 1.95
H 4.56 -2.62 0.66
*
```

# C25H25BrCoN3O3

A structure of composition C25H25BrCoN3O3 (ωB97M-V/def2-TZVPD, OMol25).

## Properties
- frontier orbital gap (spin up / spin down) (eV) = 3.721 / 4.618
- expectation value of S² = 2.063
- HOMO energy (spin up / spin down) (eV) = 0.957 / 0.060

```
! wB97M-V def2-TZVPD RIJCOSX def2/J DEFGRID3
* xyz -2 3
Co -0.15 0.23 0.29
N -1.09 0.12 2.88
C -1.04 -0.01 4.21
C 0.29 -0.05 4.58
C 0.99 0.05 3.37
N 0.13 0.17 2.36
H -1.88 0.18 2.14
H -1.94 -0.05 4.80
H 0.69 -0.14 5.57
H 2.05 0.03 3.21
Br -4.14 4.35 -3.78
C -2.88 3.30 -2.76
C -1.79 2.73 -3.42
C -0.90 1.95 -2.74
C -1.00 1.67 -1.28
C -2.40 2.00 -0.81
C -3.23 2.84 -1.50
C -2.92 1.35 0.40
O -3.90 1.78 1.02
O -2.31 0.26 0.75
H -1.65 2.91 -4.48
H -0.15 1.42 -3.32
H -0.83 0.49 -1.16
H -4.19 3.07 -1.06
C 2.02 1.61 -1.85
C 1.52 2.35 -0.60
C 2.33 1.78 0.57
C 0.03 2.12 -0.26
C 1.73 3.84 -0.77
C 1.09 4.52 -1.81
C 1.23 5.88 -1.98
C 2.00 6.62 -1.09
C 2.62 5.97 -0.04
C 2.48 4.61 0.13
H 1.62 0.60 -1.85
H 3.11 1.55 -1.83
H 1.73 2.13 -2.76
H 2.13 0.70 0.60
H 2.02 2.20 1.52
H 3.41 1.93 0.44
H -0.33 2.94 0.36
H 0.47 3.96 -2.50
H 0.73 6.38 -2.80
H 2.11 7.69 -1.21
H 3.21 6.54 0.68
H 2.98 4.14 0.96
O 0.15 -1.76 0.17
N -0.86 -2.45 -0.30
C -0.98 -2.67 -1.66
C -2.07 -3.31 -2.18
C -3.09 -3.78 -1.34
C -2.95 -3.54 0.04
C -1.86 -2.89 0.53
H -0.17 -2.28 -2.26
H -2.13 -3.44 -3.25
H -3.97 -4.25 -1.74
H -3.72 -3.86 0.73
H -1.72 -2.65 1.57
*
```

# C25H25ClN2O6TeV

A structure of composition C25H25ClN2O6TeV (ωB97M-V/def2-TZVPD, OMol25).

## Properties
- frontier orbital gap (spin up / spin down) (eV) = 6.880 / 7.440
- energy relative to the best compared isomer or geometry (same formula, charge and spin) (kcal/mol) = 22.50
- expectation value of S² = 0.766
- HOMO energy (spin up / spin down) (eV) = -8.226 / -8.255

```
! wB97M-V def2-TZVPD RIJCOSX def2/J DEFGRID3
* xyz 0 2
V 0.31 -0.23 -0.40
O -0.42 -1.44 -4.10
C -0.45 -1.27 -2.91
O 0.58 -0.98 -2.14
C -1.72 -1.41 -2.10
C -2.91 -1.83 -2.62
C -3.98 -1.98 -1.75
C -3.80 -1.74 -0.40
C -2.55 -1.34 0.07
N -1.55 -1.15 -0.79
C -2.28 -1.18 1.56
O -2.93 -0.29 2.12
O -1.42 -1.98 2.00
H -2.98 -2.03 -3.68
H -4.95 -2.30 -2.12
H -4.60 -1.86 0.31
C 3.32 -0.14 -0.97
N 2.18 0.78 -0.82
C 2.49 1.77 0.24
C 1.94 1.51 -2.09
C 0.58 2.16 -2.03
C 0.29 3.36 -2.65
C -0.99 3.89 -2.56
C -1.97 3.22 -1.83
C -1.67 2.02 -1.20
C -0.39 1.48 -1.30
H 4.21 0.41 -1.28
H 3.08 -0.89 -1.71
H 3.51 -0.62 -0.01
H 3.40 2.31 -0.03
H 2.63 1.25 1.18
H 1.66 2.47 0.33
H 1.97 0.78 -2.90
H 2.74 2.24 -2.25
H 1.05 3.89 -3.21
H -1.23 4.83 -3.05
H -2.96 3.64 -1.75
H -2.44 1.51 -0.63
Cl -0.66 2.66 6.54
C -0.40 1.98 4.97
C -1.21 2.37 3.91
C -1.01 1.82 2.66
C 0.00 0.89 2.45
O 0.14 0.35 1.23
C 0.83 0.51 3.51
C 1.98 -0.41 3.39
O 2.53 -0.73 2.36
C 0.60 1.05 4.78
H -2.00 3.08 4.07
H -1.67 2.06 1.83
H 2.35 -0.79 4.35
H 1.23 0.75 5.61
C 2.55 -3.58 -0.57
Te 0.97 -2.89 0.70
C -0.44 -4.07 -0.36
H 2.62 -4.66 -0.50
H 3.49 -3.14 -0.23
H 2.36 -3.28 -1.60
H -0.44 -3.80 -1.42
H -1.41 -3.90 0.09
H -0.16 -5.12 -0.26
*
```

# C25H25Co2N2O7

A structure of composition C25H25Co2N2O7 (ωB97M-V/def2-TZVPD, OMol25).

## Properties
- frontier orbital gap (eV) = 6.798
- energy relative to the best compared isomer or geometry (same formula, charge and spin) (kcal/mol) = 0.00
- HOMO energy (eV) = -4.270

```
! wB97M-V def2-TZVPD RIJCOSX def2/J DEFGRID3
* xyz -1 1
C -3.19 -2.76 -3.01
N -2.81 -3.07 -1.67
C -2.40 -4.41 -1.34
C -0.89 -4.60 -1.11
C -0.12 -3.31 -1.01
N 1.26 -3.33 -1.16
C 1.96 -4.61 -1.24
C 3.45 -4.39 -0.97
O 4.00 -3.39 -1.83
C 3.35 -2.12 -1.65
C 1.85 -2.22 -1.91
C -0.77 -2.13 -0.73
C -2.24 -2.00 -0.85
H -3.79 -1.83 -3.01
H -2.32 -2.60 -3.67
H -3.78 -3.59 -3.43
H -2.93 -4.66 -0.41
H -2.78 -5.07 -2.14
H -0.79 -5.17 -0.17
H -0.51 -5.24 -1.92
H 1.57 -5.30 -0.49
H 1.84 -5.04 -2.25
H 3.58 -4.12 0.10
H 4.01 -5.29 -1.22
H 3.52 -1.72 -0.63
H 3.81 -1.47 -2.41
H 1.71 -2.38 -3.00
H 1.39 -1.27 -1.63
H -0.24 -1.24 -0.41
H -2.54 -1.04 -1.28
H -2.70 -2.08 0.15
O -3.69 2.16 -1.09
C -2.67 2.38 -0.58
Co -1.09 2.78 0.06
C 0.04 1.74 -0.77
O 0.76 1.12 -1.44
C -0.87 4.20 -0.90
O -0.74 5.12 -1.60
C -0.41 3.36 1.94
C 0.90 3.99 1.87
C 2.00 3.32 1.30
C 3.19 4.00 1.03
C 3.32 5.35 1.37
C 2.28 5.99 2.07
C 1.09 5.31 2.34
C -1.56 3.72 2.69
C -2.41 4.71 2.98
Co -1.24 1.99 2.73
C -1.42 1.73 4.48
O -1.50 1.47 5.60
C -0.09 0.68 2.38
O 0.61 -0.21 2.12
C -2.69 1.25 1.95
O -3.58 0.59 1.60
H 1.90 2.26 1.05
H 4.00 3.47 0.54
H 4.23 5.90 1.12
H 2.39 7.02 2.41
H 0.27 5.80 2.87
H -3.18 4.53 3.73
H -2.34 5.68 2.48
*
```